1.
8
Properties=species:S:1:pos:R:3:forces:R:3 method="wB97M-V/def2-TZVPD" spin_multiplicity=3 energy_ev=-85180.049 total_charge=0
C 0.36789 -0.80619 0.04211 -0.19 -1.48 -1.11
O 0.76926 0.56296 0.25759 0.19 -2.12 0.55
F 1.24084 2.91272 0.27217 -1.06 -0.98 -0.67
P 0.14367 1.86133 -0.39637 0.47 1.79 0.08
Br -3.30407 -0.87996 -0.04512 -0.02 0.01 -0.01
H 1.02851 -1.46685 0.71738 -1.23 1.18 -1.05
H 0.51233 -1.15324 -1.07278 0.04 0.90 2.03
H -0.75844 -1.03077 0.22502 1.80 0.71 0.17

***

2.
60
Properties=species:S:1:pos:R:3:forces:R:3 method="wB97M-V/def2-TZVPD" spin_multiplicity=1 energy_ev=-52888.739 total_charge=0
C 2.99064 4.95990 0.20823 0.02 0.21 -0.14
O 2.91588 3.69638 0.82336 -0.28 -0.45 0.25
C 1.70535 3.27149 1.30770 0.13 -0.14 0.04
C 0.51091 3.93196 1.02575 -0.20 0.07 -0.05
C -0.69276 3.44403 1.50240 0.36 -0.03 0.30
C -1.97660 4.09943 1.10412 0.25 -0.15 -0.06
O -2.37262 5.17764 1.47251 -0.01 0.17 0.10
N -2.68069 3.36320 0.18555 -0.51 -0.51 -0.39
N -2.25450 2.13268 -0.28847 0.18 0.53 -0.25
C -2.55372 0.96106 0.35295 -0.17 0.15 -0.10
O -3.45005 0.86938 1.16020 -0.06 -0.06 0.15
C -1.70201 -0.19653 -0.05206 0.16 -0.27 0.05
C -0.33900 -0.05440 -0.30857 -0.18 -0.07 -0.03
C 0.42588 -1.17144 -0.59799 0.16 0.00 0.00
C -0.17169 -2.41667 -0.63713 0.41 -0.45 -0.04
S 0.81713 -3.85821 -1.07415 0.06 -0.15 -0.30
O 0.20084 -5.00584 -0.47975 -0.30 0.14 -0.05
O 2.18564 -3.55512 -0.78418 -0.05 0.32 -0.07
N 0.70034 -4.04054 -2.71396 0.20 -0.05 1.09
C -0.51901 -4.57320 -3.26934 -0.73 -0.17 0.05
C -1.45601 -3.47381 -3.77487 0.18 -0.12 -0.21
C -0.70798 -2.56822 -4.75143 -0.10 0.18 0.24
C 0.52911 -1.98608 -4.07013 0.02 -0.23 -0.19
C 1.41922 -3.12244 -3.56166 0.36 0.65 -0.12
C -1.51534 -2.57687 -0.35522 -0.12 -0.04 0.09
C -2.28020 -1.46453 -0.05383 0.03 0.13 -0.05
C -0.72918 2.30289 2.29370 0.08 0.06 0.14
C 0.44736 1.62883 2.57864 0.19 0.01 0.00
O 0.52220 0.48924 3.30948 0.32 0.34 -0.24
C -0.67098 -0.06191 3.81517 -0.28 -0.12 0.09
C 1.68290 2.10237 2.08302 0.06 -0.11 0.11
O 2.74445 1.31085 2.39491 -0.47 0.07 -0.25
C 4.05111 1.84050 2.43428 0.52 0.06 0.02
H 2.46003 4.97670 -0.74950 0.01 0.01 0.06
H 4.05122 5.13198 0.03004 -0.09 0.04 -0.02
H 2.59861 5.74874 0.85666 0.00 -0.03 -0.02
H 0.50495 4.82354 0.42100 0.06 0.11 -0.07
H -3.62243 3.65476 -0.04907 0.22 -0.07 0.03
H -1.47038 2.15905 -0.92801 -0.23 0.02 0.14
H 0.14067 0.91081 -0.23737 0.06 0.13 0.03
H 1.48784 -1.09663 -0.76972 0.14 0.09 0.01
H -0.98315 -5.17195 -2.48575 -0.08 -0.12 -0.22
H -0.25062 -5.23513 -4.10121 0.00 -0.01 0.08
H -1.81752 -2.87920 -2.93323 -0.06 -0.02 -0.04
H -2.31682 -3.93175 -4.26387 -0.06 -0.01 0.05
H -1.36209 -1.76466 -5.09516 0.01 -0.04 -0.09
H -0.40098 -3.15006 -5.62341 -0.01 -0.01 -0.12
H 0.22044 -1.35638 -3.23263 0.03 0.05 -0.05
H 1.09551 -1.37061 -4.77051 0.04 0.06 0.03
H 2.25838 -2.74806 -2.97543 0.09 0.01 -0.24
H 1.81357 -3.68677 -4.41498 0.02 0.00 0.08
H -1.93381 -3.57094 -0.35062 -0.13 -0.09 0.02
H -3.32780 -1.55703 0.18978 -0.08 -0.02 0.04
H -1.67188 1.96348 2.68843 -0.11 -0.13 0.02
H -1.37543 -0.30974 3.01484 0.01 0.03 0.01
H -1.15526 0.61327 4.52772 0.01 -0.01 -0.04
H -0.37379 -0.97477 4.32803 -0.06 0.05 -0.02
H 4.44808 2.02184 1.43330 -0.02 -0.03 0.15
H 4.09218 2.76700 3.01203 -0.01 -0.04 -0.02
H 4.64957 1.07702 2.93065 -0.01 0.07 -0.01